[1]
Computed, not measured: a cluster of 3 separate species, C16H36BrN2 in total, with wB97M-V/def2-TZVPD.

```
55
Properties=species:S:1:pos:R:3:forces:R:3:nbo_charge:R:1
C -1.471793 -2.967013 -3.189825 0.536 0.565 0.417 -0.603
C -0.552075 -1.897661 -3.766598 0.473 1.108 -0.217 -0.413
C -0.010296 -0.881365 -2.753482 0.147 -0.252 1.071 -0.242
N 0.961791 0.170552 -3.253012 -0.815 0.280 0.283 -0.209
C 0.246356 1.157977 -4.139001 1.169 -0.432 -0.633 -0.399
C 1.486189 0.934953 -2.052995 1.134 -0.378 -0.054 -0.218
C 2.769324 0.244027 -1.575985 0.277 -0.001 0.069 -0.427
C 3.075957 -0.823953 -2.632154 -1.131 -0.999 0.563 -0.435
C 2.181258 -0.503813 -3.832802 0.945 0.671 -0.233 -0.215
H -1.830943 -3.583443 -4.008908 0.161 -0.328 0.159 0.226
H -2.344316 -2.579804 -2.664608 0.063 0.195 0.008 0.210
H -0.834105 -3.480644 -2.467793 -0.508 -0.566 -0.022 0.242
H -1.032557 -1.335231 -4.573257 -0.037 -0.228 -0.116 0.194
H 0.318592 -2.410398 -4.176957 -0.196 -0.123 -0.243 0.204
H 0.560198 -1.321953 -1.934962 -0.257 -0.715 0.035 0.277
H -0.783424 -0.324931 -2.222535 -0.291 0.056 -0.303 0.208
H 1.039747 1.539771 -4.781907 -0.348 0.299 -0.194 0.221
H -0.177161 1.980173 -3.572396 -0.097 -0.228 0.252 0.230
H -0.504996 0.653089 -4.734626 -0.002 0.009 -0.009 0.232
H 1.831191 1.890328 -2.441086 -0.713 0.321 0.140 0.218
H 0.731483 0.964484 -1.273023 -0.239 0.343 -0.244 0.237
H 3.555054 0.996345 -1.500987 0.052 -0.037 -0.151 0.217
H 2.687554 -0.205910 -0.587226 -0.273 -0.146 -0.094 0.259
H 4.133218 -0.968612 -2.828413 -0.040 0.219 -0.397 0.250
H 2.700680 -1.772628 -2.236363 0.281 -0.057 0.167 0.246
H 2.724444 0.188072 -4.480240 -0.442 0.215 -0.114 0.216
H 1.870930 -1.358079 -4.420501 0.081 -0.007 -0.004 0.237
C -2.632644 0.668193 0.204704 -0.012 -0.400 -0.141 -0.616
C -1.763041 1.322552 1.304049 -0.073 -0.404 -0.416 -0.437
C -1.193634 0.238418 2.202490 -0.172 0.734 1.932 -0.228
N -0.181088 0.713175 3.260323 1.019 0.919 -1.061 -0.196
C 1.007422 1.292017 2.521277 -0.699 -0.010 0.828 -0.409
C 0.228715 -0.458052 4.112661 -1.452 -0.812 0.857 -0.235
C -0.831791 -0.516218 5.246442 -0.272 1.123 0.163 -0.426
C -1.475418 0.883815 5.235776 -0.471 1.022 0.999 -0.442
C -0.706981 1.731258 4.260575 0.828 -0.567 -0.922 -0.210
H -2.644590 1.161809 -0.768072 0.067 0.518 0.280 0.218
H -3.653658 0.646018 0.581194 -0.097 -0.165 -0.241 0.222
H -2.348481 -0.356454 -0.049694 0.175 -0.049 0.384 0.230
H -2.469994 1.945809 1.849101 0.419 0.332 0.243 0.217
H -0.954989 1.935292 0.905250 -0.135 0.056 -0.180 0.203
H -0.634560 -0.543422 1.705879 -0.320 -0.474 -0.472 0.281
H -1.965975 -0.104106 2.893654 -0.330 -0.723 -0.712 0.210
H 1.232632 0.602105 1.711663 0.381 0.090 -0.007 0.252
H 1.798057 1.431121 3.255065 0.249 -0.297 -0.227 0.222
H 0.724447 2.288761 2.191463 0.006 -0.121 -0.336 0.215
H 1.229911 -0.302914 4.497499 0.094 -0.017 -0.189 0.230
H 0.092725 -1.398411 3.583073 0.811 0.211 -0.598 0.273
H -0.454623 -0.694901 6.250272 0.474 -0.260 -0.237 0.245
H -1.625883 -1.240058 5.082245 0.278 -0.256 -0.260 0.231
H -1.370415 1.422307 6.182484 -0.194 -0.423 0.172 0.241
H -2.547910 0.840607 5.047814 0.064 0.065 -0.268 0.228
H 0.206449 2.152311 4.687673 -0.085 -0.162 0.336 0.211
H -1.172493 2.577278 3.758384 -0.444 -0.330 -0.115 0.237
Br 0.775512 -2.542638 0.388400 -0.043 0.618 0.049 -0.932
```
Forces are in eV/Å.

For the HOMO energy, the calculation gives -10.04 eV. Its total charge is +1. As for the maximum force: 2.1 eV/Å. As for the energy: -90192.34499 eV. As for the LUMO energy: -0.0784 hartree. Its multiplicity is 1. The frontier orbital gap comes out at 0.290 Ha.

***

[2]
Computed, not measured: a cluster of 4 separate species, C16H36BrNO11P in total, with wB97M-V/def2-TZVPD.

```
66
Properties=species:S:1:pos:R:3:forces:R:3:nbo_charge:R:1
C 3.882726 -1.776949 -2.166966 -0.366 1.310 -0.013 -0.610
C 3.206389 -0.753990 -1.160933 1.043 -0.818 -0.854 -0.441
C 3.260988 -1.295135 0.308540 -1.973 -0.814 -1.343 -0.057
C 1.796425 -1.394474 0.874423 0.947 -0.586 1.267 -0.627
N 4.220767 -0.563793 1.204076 0.538 -0.442 -0.976 -0.541
C 5.639445 -0.872110 0.772797 0.807 -0.474 -0.318 -0.437
C 4.141198 -1.052979 2.637489 0.366 -0.407 1.712 0.088
O 5.150470 -0.468887 3.420819 -0.957 0.060 -0.694 -0.535
C 4.626316 0.324872 4.493861 0.832 1.017 0.648 -0.272
P 4.020236 1.238445 1.284294 -0.671 2.748 0.440 1.204
O 2.507956 1.578558 0.646011 1.888 -1.174 0.036 -0.974
Br 5.442291 2.188150 -0.224079 -0.796 -0.757 0.329 -0.157
H 3.404442 -1.590635 -3.146067 0.298 -0.434 0.377 0.235
H 3.746839 -2.823945 -1.859301 0.099 0.372 -0.221 0.212
H 4.945230 -1.509919 -2.302897 -0.327 -0.511 0.158 0.207
H 3.725792 0.206829 -1.322526 -0.338 -0.299 0.345 0.225
H 2.176315 -0.623693 -1.529737 0.340 0.075 0.726 0.239
H 3.631079 -2.338877 0.240900 0.117 0.654 0.232 0.228
H 1.042879 -1.493997 0.083721 0.403 0.354 0.238 0.254
H 1.583143 -0.565316 1.569429 -0.313 -0.247 -0.647 0.222
H 1.731920 -2.321677 1.481799 -0.087 0.503 -0.248 0.221
H 5.867037 -1.904323 1.096690 -0.178 0.526 -0.110 0.237
H 5.759789 -0.816631 -0.317387 -0.417 0.109 0.423 0.250
H 6.366106 -0.183753 1.227878 -0.495 -0.281 0.039 0.260
H 3.171294 -0.828058 3.106789 0.092 -0.147 -0.700 0.219
H 4.330915 -2.143446 2.642769 -0.378 0.432 -0.487 0.221
H 5.401244 1.081789 4.722963 -0.338 -0.451 -0.117 0.219
H 3.726034 0.903217 4.210376 0.277 -0.568 0.106 0.181
H 4.489162 -0.276219 5.406662 -0.236 0.083 -0.477 0.205
H 2.096515 2.183935 1.272213 -0.243 0.176 0.147 0.521
C -3.911250 1.917273 2.934848 -0.234 -0.020 0.425 -0.254
O -3.514765 2.538857 1.711262 0.089 -0.037 -0.047 -0.481
C -2.445961 1.988382 1.145508 -0.418 0.383 -0.054 0.983
O -1.822695 1.050620 1.570107 0.256 -0.238 0.088 -0.665
O -2.181369 2.656360 0.022998 0.081 -0.011 -0.019 -0.485
C -1.053445 2.156389 -0.687989 0.208 -0.002 -0.326 -0.250
H -4.787815 2.443449 3.303819 0.041 0.129 -0.232 0.208
H -4.178148 0.876427 2.767709 0.106 0.088 0.069 0.187
H -3.121065 1.995869 3.681204 0.040 -0.114 -0.096 0.189
H -1.220071 1.124931 -0.997510 0.068 -0.009 0.120 0.194
H -0.151648 2.233681 -0.080235 -0.045 -0.135 0.020 0.169
H -0.926776 2.769008 -1.577042 -0.175 0.072 0.079 0.203
C -4.320452 -1.895658 1.905151 0.262 0.076 -0.154 -0.251
O -5.582914 -2.057386 2.545757 0.060 0.159 0.017 -0.497
C -6.056663 -3.304779 2.500083 -0.295 0.165 0.188 0.978
O -5.516765 -4.242891 1.984117 0.183 -0.186 -0.132 -0.638
O -7.230685 -3.321763 3.127416 0.029 0.070 0.007 -0.490
C -7.857246 -4.604638 3.155085 -0.285 -0.300 0.077 -0.258
H -4.033060 -0.852964 2.002386 -0.154 -0.078 0.061 0.186
H -3.561155 -2.510357 2.388368 -0.058 -0.091 -0.103 0.190
H -4.391936 -2.138226 0.844975 0.030 -0.140 0.067 0.193
H -7.236615 -5.324975 3.687106 0.052 0.010 -0.141 0.193
H -8.066358 -4.952964 2.144194 0.144 -0.031 0.030 0.195
H -8.798345 -4.492873 3.688128 0.086 0.214 0.004 0.200
C -1.531072 4.315855 -4.323428 -0.135 0.297 0.172 -0.256
O -0.969436 3.067208 -4.728224 0.062 -0.028 0.194 -0.505
C -1.090674 2.816283 -6.034356 0.122 -0.222 0.103 0.976
O -1.610491 3.531150 -6.841609 -0.117 0.184 -0.154 -0.626
O -0.531349 1.630898 -6.279926 0.053 -0.053 0.097 -0.499
C -0.591636 1.235235 -7.651161 0.042 -0.216 -0.349 -0.258
H -1.375593 4.410643 -3.250814 0.088 -0.180 -0.037 0.184
H -1.031441 5.145797 -4.821922 -0.103 -0.056 -0.100 0.198
H -2.601917 4.340357 -4.521929 0.069 0.040 -0.128 0.200
H -0.054589 1.944087 -8.280468 -0.142 0.057 0.024 0.196
H -1.626023 1.140275 -7.979400 0.039 0.147 -0.010 0.197
H -0.109523 0.263452 -7.728812 0.017 0.044 0.221 0.195
```
Forces are in eV/Å.

For the HOMO energy, the calculation gives -12.39 eV. Its total charge is +1. As for the maximum force: 2.9 eV/Å. As for the energy: -120512.98094 eV. As for the LUMO energy: -0.1273 hartree. Its multiplicity is 1. The frontier orbital gap comes out at 0.328 Ha.